(1)
The following is a DFT calculation (wB97M-V/def2-TZVPD) of a 13-piece molecular cluster, C6H40NO14 overall at a distorted geometry.

The geometry in ORCA input format:
```
! RIJCOSX wB97M-V def2-TZVPD def2/J DEFGRID3
* xyz 1 1
C -37.9190 2.9682 -29.9422
O -36.4793 2.5213 -29.4908
C -35.4718 2.9977 -30.2798
C -34.2036 2.4793 -29.6386
N -32.9378 2.8072 -30.4066
H -33.1813 2.5403 -31.4160
H -32.7831 3.8556 -30.6386
C -31.6656 2.2679 -30.0412
C -31.1423 2.8099 -28.6452
O -29.7111 2.4884 -28.4990
C -28.9729 3.1146 -27.4487
H -38.7746 2.5797 -29.3843
H -38.0650 3.0132 -31.0763
H -37.8789 4.1285 -29.8855
H -35.3204 4.1495 -30.1241
H -35.5783 2.5690 -31.2233
H -34.4284 1.5100 -29.4809
H -34.1008 3.2416 -28.8243
H -31.0366 2.5639 -30.7869
H -31.6014 1.2009 -30.0751
H -31.7400 2.2339 -27.9673
H -31.3479 3.8880 -28.2182
H -28.0983 3.3371 -27.5966
H -29.4131 2.9022 -26.4001
H -29.2754 4.1782 -27.3026
O -30.7697 4.7851 -25.2761
H -30.1147 5.2217 -24.6460
H -31.2438 4.1824 -24.7630
O -33.4516 -0.4648 -26.4871
H -33.3770 -0.6844 -27.3927
H -33.1607 0.4854 -26.4181
O -30.9735 -0.5651 -28.4645
H -30.7583 -0.6850 -29.3932
H -30.3908 -0.0021 -28.0262
O -27.7894 1.3433 -29.5392
H -28.4578 1.9545 -29.0052
H -27.1392 1.9848 -29.6937
O -28.9446 -0.2551 -26.6803
H -28.5167 0.5366 -26.2794
H -28.3065 -1.1377 -26.6771
O -33.3075 2.6920 -25.9804
H -34.2803 2.3541 -25.9030
H -32.8195 2.6817 -25.1231
O -31.8392 5.3238 -30.9018
H -31.9016 5.8305 -31.6699
H -31.6773 5.8852 -30.2439
O -40.8535 2.0109 -27.2349
H -40.7490 2.7789 -26.5900
H -40.2091 1.4421 -27.1803
O -32.9154 6.3236 -26.0672
H -32.5058 5.3417 -26.1508
H -32.5189 6.3797 -25.1615
O -33.4143 -0.5490 -31.1915
H -34.3415 -0.7713 -31.5097
H -32.7120 -0.6841 -31.8774
O -40.8173 3.5751 -31.8952
H -41.7670 3.5489 -32.2439
H -40.8107 2.7918 -31.4816
O -33.2619 2.9038 -33.3067
H -32.5795 2.2302 -33.6392
H -34.0368 2.7417 -33.9397
*
```

Values from the calculation:
E_LUMO	-2.8	eV
HOMO energy	-12.60	eV
energy above the lowest of the compared OMol25 structures with the same formula, charge and spin	10.3696	eV

=====

(2)
The following is a DFT calculation (wB97M-V/def2-TZVPD) of C5H11NO in the gas phase at a distorted geometry.

The geometry in ORCA input format:
```
! RIJCOSX wB97M-V def2-TZVPD def2/J DEFGRID3
* xyz 0 1
C -0.7560 -2.7077 -0.1562
C -0.9453 -1.2062 -0.3357
O -2.0496 -0.7271 -0.4952
N 0.1960 -0.4590 -0.3398
C 0.1236 0.9932 -0.2381
C -0.3542 1.4439 1.1259
C 1.4989 1.5524 -0.5933
H -1.7501 -3.1269 -0.2859
H -0.4390 -2.9319 0.8579
H -0.0898 -3.1508 -0.8885
H 1.0166 -0.8578 0.0898
H -0.5438 1.3890 -1.0055
H 0.1307 0.9239 1.9328
H -1.4262 1.2929 1.1958
H -0.2726 2.5298 1.2195
H 1.8307 1.2108 -1.5719
H 1.5364 2.6425 -0.5811
H 2.2937 1.1889 0.0696
*
```

Values from the calculation:
E_LUMO	0.9	eV
SMILES	CC(=O)NC(C)C
HOMO energy	-9.59	eV
energy above the lowest of the compared OMol25 structures with the same formula, charge and spin	0.1010	eV

=====

Calculated HOMO-LUMO gap (Ha), listed in the same order as above: 0.3613, 0.3857